Density functional theory data (ωB97M-V with the def2-TZVPD basis set) for C38H52N3O2PPdS3 as an isolated structure.

Computed properties:
LUMO (alpha / beta) in eV: -0.19 / -2.87
<S²>: 6.05
Spin multiplicity: 5
DFT total energy in eV: -94089.3303

Geometry (Å):
H: 2.99341 -2.90081 3.87713
H: -6.16286 0.39619 -2.20358
H: -0.75390 5.55805 -0.04121
N: -2.52484 2.18029 -0.26156
H: -2.59073 -4.63876 -0.97735
H: -1.25999 -4.33378 -2.08804
C: 0.72208 -2.22561 -2.05032
C: 2.89287 -0.88912 3.05474
H: 4.43816 1.84762 -1.01776
C: -4.67146 2.29140 0.87656
H: 6.25102 -3.06589 0.68839
H: 3.28701 0.12905 4.92707
C: -1.88712 3.33486 -0.41558
C: -3.40183 1.93450 -3.47332
S: -3.06905 -1.98380 2.95270
H: 1.74658 -1.88192 4.60380
C: -6.55157 1.32936 -0.31596
C: -2.91772 3.67354 2.27150
C: 1.93301 -3.62603 0.09877
H: -4.04696 -1.33037 -2.44967
C: 4.62385 1.24443 -1.90447
H: -3.44426 1.19659 3.21648
O: 3.72572 1.91249 1.31254
H: 3.09190 4.09666 1.22108
C: 1.23125 5.05338 0.64811
H: 5.18175 -0.99987 -3.27609
H: -4.86529 -0.38251 -3.69693
C: 3.61912 -1.20682 1.76434
C: 5.42371 -2.36827 0.65213
H: 2.74273 0.22926 -1.89427
H: -1.14818 -1.26879 -2.63398
H: -5.20703 1.28539 3.28111
H: -3.17954 -0.81118 -3.90539
C: -3.47951 0.77429 -2.47303
C: 2.61308 1.59448 0.88830
P: 0.50897 -2.51309 -0.24557
N: 2.23392 0.37485 0.50229
C: 4.05677 -0.81490 -0.60097
C: -0.88321 -3.72099 -0.02895
H: 2.39653 -4.44891 -1.85916
N: 0.34435 2.41559 0.31759
H: 2.86200 -5.47263 -0.51115
H: -2.84618 4.47323 1.53578
H: 2.10174 -0.17697 2.82032
C: -1.79871 -3.93222 -1.22927
C: -0.04682 4.78040 0.20356
C: 3.29449 -0.57688 0.55732
H: 5.68958 1.00298 -1.92790
C: -4.37620 1.15732 -1.32156
C: -2.06397 -0.96333 2.03035
Pd: 0.11420 0.01569 0.38214
H: 3.64149 -1.83850 -3.16069
H: -0.43116 -4.66938 0.26789
C: -0.07650 -1.07457 -2.64761
H: -1.47078 -3.37969 0.82250
H: -2.84168 4.12496 3.26261
C: 4.68061 -2.10606 1.78907
C: 5.11496 -1.71485 -0.53059
O: -2.41081 4.29788 -0.97249
H: -5.03061 3.66473 2.40070
H: 4.32422 0.64912 3.58648
H: 2.84021 -3.02974 0.10032
H: -4.38173 2.11198 -3.92296
C: -3.82823 1.89951 -0.21502
H: -2.69859 1.69667 -4.27411
C: 3.79992 -0.04966 -1.88746
H: -2.47757 0.62846 -2.06280
C: 3.83922 -0.21108 4.04832
C: 2.08767 -4.79463 -0.87251
S: -0.72303 -0.18111 2.68860
H: -2.27697 -3.00105 -1.53372
C: -4.29237 1.87705 3.30854
H: 0.09323 -0.13197 -2.11221
C: -3.92185 -0.51349 -3.16339
H: -3.07812 2.85545 -2.98758
S: -2.40757 -0.86379 0.39066
H: 4.39156 1.83354 -2.79489
H: -7.61432 1.12662 -0.35513
C: -6.02045 1.99222 0.77839
C: -5.72901 0.91419 -1.35927
H: -2.06890 2.99720 2.16050
H: 0.22702 -0.89759 -3.68121
H: 1.17047 -5.37480 -0.99065
C: 4.10701 -0.85190 -3.15410
H: 1.49693 -2.55756 2.99560
C: 2.06883 3.98836 0.89383
H: 1.79947 -3.98488 1.12226
H: 4.61465 -0.90197 4.38824
C: 1.59638 2.69753 0.70156
H: 0.53612 -3.14565 -2.60642
C: -4.24561 2.93033 2.19110
H: 4.93805 -2.59656 2.72061
C: 2.24642 -2.13201 3.66603
C: -0.45806 3.46233 0.05692
H: 3.75995 -0.30451 -4.03252
H: 5.71494 -1.90413 -1.41178
H: 1.78817 -2.01121 -2.14632
H: 1.56651 6.07323 0.78369
H: -6.67785 2.28735 1.58787
H: -4.22510 2.36521 4.28214